1.
This record from OMol25 describes a cluster of 10 separate species, C24H54F33N3O9P4 in total at a distorted geometry. The level of theory is ωB97M-V/def2-TZVPD.

```
127
Properties=species:S:1:pos:R:3:forces:R:3:mulliken_charge:R:1
H -2.9720 6.0386 0.7997 -1.410 0.209 0.634 0.3997
H -0.5734 -5.6821 -1.2539 -0.405 0.240 0.214 0.3973
C 7.8176 6.3976 9.2287 0.430 -0.986 2.090 -1.1637
H -4.2959 7.4051 -4.2234 -0.245 -0.335 -0.406 0.3242
O -4.0006 8.3001 -9.0382 0.119 0.491 -0.522 -0.8473
H -1.6972 -13.5603 1.5139 0.176 -0.357 -0.176 0.3868
H 0.6873 6.6330 0.3796 1.564 -2.100 0.325 0.3666
F 0.1511 10.2652 0.2857 0.235 -0.447 -0.875 -0.3881
H -3.8238 -5.5242 1.4712 -0.337 -0.323 0.129 0.4340
P 4.7596 0.2834 -5.4025 1.740 0.332 -1.249 1.1779
F -1.1380 -3.4917 -5.3916 -0.384 0.710 0.871 -0.3407
H -0.0871 -12.9272 3.6672 0.520 -0.273 0.293 0.2448
P 0.5645 11.3520 1.4156 0.329 2.313 0.730 1.1858
F -1.2012 -4.9697 -7.1048 0.443 0.813 0.021 -0.3758
C -1.3298 -12.5851 1.2070 -1.059 0.896 -0.019 -0.2685
C -1.2761 7.0620 1.0206 1.279 0.570 -0.280 0.2459
H 7.5288 7.2818 8.7343 -0.059 1.289 -0.880 0.4149
H 0.4011 8.1704 0.5692 0.637 1.561 0.311 0.1606
F 2.0542 10.7298 1.5467 -0.359 -1.007 -0.333 -0.3478
C 1.8836 -12.4906 2.6965 0.013 -1.390 1.732 0.8208
F 4.1411 4.4199 11.1269 0.026 -0.508 -0.938 -0.2782
O -1.5110 4.8653 0.2580 -1.197 -2.180 -1.234 -0.3710
N 0.0241 7.3185 0.2185 -1.872 1.448 0.220 -0.1031
C -1.9135 -7.2181 0.7477 0.811 -1.562 1.156 -0.7220
C -2.0791 6.1259 0.2393 -0.324 -1.084 0.913 -0.8741
H 6.8862 4.2952 12.8638 0.169 0.035 0.366 0.2164
C -2.9710 -8.7662 2.1216 1.889 -0.906 0.702 -0.7893
C 0.7689 -0.7367 -4.0675 0.154 -2.259 0.336 0.2782
H -4.3577 5.8008 -5.0674 0.404 0.262 0.004 0.2914
H -2.3669 -5.1407 2.1255 -0.761 0.065 -1.072 0.4661
N -2.9202 -5.1475 1.2160 1.213 1.141 1.037 -0.2993
C 0.4588 -13.2463 2.7428 0.338 -0.366 0.246 -0.2000
O 1.4208 -2.0121 -2.1142 -0.044 -1.234 -0.445 -0.3027
F -4.2400 -3.3085 2.5296 0.457 0.036 0.547 -0.4102
F -2.3378 -4.0319 3.6645 0.233 0.700 0.290 -0.4019
H -2.9054 3.9976 -1.1803 0.343 0.013 1.187 0.2523
C -3.8045 7.5001 -6.3233 -0.417 0.341 -0.751 -0.1230
F 2.4910 -12.7595 1.5605 0.592 -0.079 -0.726 -0.2711
C -4.5519 6.8767 -5.1667 -1.308 -0.015 0.213 -1.1266
H -1.0213 -11.4308 -0.5801 1.651 1.760 -0.566 0.3179
H -2.1843 -9.5083 1.8630 -0.652 0.010 -0.026 0.2724
H -3.6806 6.2771 -9.4864 -0.495 0.465 0.683 0.1706
H 8.7365 6.6029 9.8683 -0.959 -0.370 -0.954 0.2512
H -2.4031 6.4691 -0.7241 0.266 0.417 -0.956 0.5649
H -1.9462 -11.8379 1.6626 -1.599 0.367 0.207 0.1385
F 4.6605 1.4408 -6.5572 -0.265 -0.305 0.949 -0.3648
H -2.9310 7.9455 1.8166 -0.518 0.244 -0.117 0.4871
H 1.3558 -0.8634 -0.4816 0.594 0.199 0.592 0.3045
H -1.1634 -4.0949 -0.8074 -0.176 -0.538 0.606 0.4220
O 0.4517 -14.5426 2.4893 0.074 2.511 -0.034 -0.8457
H 2.2561 -1.0962 -5.5207 0.390 -0.877 1.116 0.3989
F -4.1958 -5.2881 3.7014 0.313 0.465 0.353 -0.4053
C -0.2971 -0.2353 -4.9889 -0.272 0.131 -1.128 -1.3078
C -2.2242 -5.9067 0.1348 0.294 1.768 -0.543 0.3185
H -2.9998 -5.9902 -0.6398 0.502 -0.235 -0.061 0.2911
H -5.6562 6.9204 -5.3348 0.695 0.191 0.204 0.2538
P -0.1070 -4.5784 -5.9409 -0.918 1.155 -0.287 1.2548
H -0.0824 7.4422 -0.7870 -0.383 -0.040 -0.037 0.3674
F 1.1583 12.3881 0.3135 -0.321 -0.413 0.390 -0.3523
H -1.3152 -7.1051 1.7121 -0.599 0.256 -0.979 0.3550
C 6.1577 4.9328 12.3177 0.643 -1.609 -0.539 -0.0230
H -4.2150 8.4877 -6.6154 0.102 -0.338 0.306 0.2845
F 0.9887 12.2858 2.6975 -0.906 0.345 -1.005 -0.3710
F -0.7428 -5.6677 -5.0159 -0.185 -1.067 1.010 -0.3406
H -0.3481 -0.9178 -2.2416 0.091 0.609 0.514 0.5608
H -1.5723 9.0249 1.8673 0.111 0.258 -0.155 0.3000
F -3.5901 -4.0632 5.6380 0.626 -0.403 0.010 -0.3196
F 0.5892 -3.3312 -6.7628 -0.233 0.092 -0.546 -0.4605
O -3.1487 -7.8679 1.0700 0.441 1.095 -0.361 -0.3861
P -3.8644 -3.6935 4.1264 -2.728 -0.938 -0.746 1.2059
H -0.7681 -1.0499 -5.5931 0.243 0.513 0.693 0.2378
H 1.3455 0.0943 -3.7473 0.709 0.611 0.385 0.2596
H -2.7904 7.6935 -5.9346 0.245 -0.328 -0.705 0.1741
C -3.5202 7.1565 -8.7627 1.042 -0.558 0.207 0.0102
F -0.0669 10.3167 2.4815 -0.101 -0.357 0.359 -0.3827
F 1.0130 -4.2284 -4.7196 -0.862 -0.302 -0.407 -0.4215
O -3.9356 6.6384 -7.4519 0.101 -0.751 1.188 -0.2888
H 5.7821 5.9216 9.5147 -1.082 -0.146 -0.407 0.2055
C -1.9263 7.0533 -8.6588 -0.978 -0.035 -1.500 0.7384
H 1.1862 -2.3869 -5.3680 0.785 0.827 0.780 0.0118
H -2.3604 8.7421 0.2892 -0.326 0.243 0.021 0.3774
C -2.0872 8.3065 1.2434 0.641 0.066 0.386 -1.3176
H 2.2597 -2.1696 -4.1231 1.315 -0.452 0.610 0.3619
H -2.5861 -8.3342 3.0589 -0.153 0.590 -0.262 0.3083
F -5.4599 -3.5645 4.4742 0.692 0.376 -0.243 -0.3638
F -0.9153 12.1005 1.1972 1.204 -0.810 0.710 -0.3738
H -1.0890 0.2764 -4.3706 0.855 -0.156 -0.976 0.3412
C -2.6247 3.9144 -0.0883 -0.320 2.627 0.160 -0.6346
F 3.3014 0.6859 -4.8238 0.010 0.860 0.746 -0.3656
F 2.7121 -12.9709 3.7166 -0.429 0.213 -0.606 -0.3151
H -1.0540 -13.1952 -0.8431 0.808 -0.189 -0.520 0.3592
F 3.9043 -0.7295 -6.3748 0.584 -0.414 -0.252 -0.4236
F 4.0958 3.8733 13.1482 0.485 -0.340 0.505 -0.3043
F 0.8798 -5.5290 -6.6187 1.879 -1.754 -0.544 -0.3467
H -1.2623 -7.8547 0.1235 -0.422 0.172 -0.105 0.4566
O 6.8902 4.8196 10.9100 -0.902 2.266 -0.526 -0.4190
H -2.4741 -12.2205 -0.7149 0.652 -0.395 1.016 0.3446
H -3.0623 -4.1466 1.0096 -0.050 -0.476 0.071 0.3608
H 0.2539 0.4198 -5.7362 -1.188 -0.254 0.906 0.3806
F -1.3633 8.0044 -7.9505 0.643 1.072 0.819 -0.2688
F 6.1881 -0.1618 -6.0781 -0.875 -0.359 0.183 -0.3710
H -0.9290 6.6304 1.9778 -0.186 0.059 -0.569 0.2147
F 1.9336 -11.1431 2.8600 -0.438 -0.265 0.013 -0.2780
H -2.3165 2.9389 0.1524 0.505 -1.123 0.256 0.3026
C 2.0944 -1.1102 -1.2451 -0.767 1.092 -1.661 -0.7156
O 5.8822 6.0726 12.7190 -0.306 2.074 0.813 -0.8229
F -1.4594 5.8837 -8.1716 0.000 -0.207 -0.106 -0.2871
H -0.4113 -2.3523 -3.1171 1.147 -0.123 -0.042 0.2087
C -0.9741 -5.1063 -0.3961 -0.151 -1.268 -0.704 -1.5886
H 7.9966 5.6080 8.4847 0.099 0.168 0.359 0.2607
H -3.8834 -9.2366 2.3859 -0.923 -0.492 -0.208 0.3804
F 4.9091 -0.8607 -4.2814 -0.498 -0.713 -0.082 -0.3378
O -0.1319 -12.2505 1.7971 0.990 -0.670 -1.307 -0.1743
F -3.5983 -2.1534 4.4096 0.413 -0.150 -0.227 -0.3271
F 5.4940 2.7791 11.8591 -1.190 -0.552 -0.372 -0.2835
F -1.4040 7.1733 -9.9336 0.045 -0.214 0.376 -0.3050
C -1.4196 -12.3421 -0.3084 -2.340 -1.781 0.460 -1.2520
C 6.6182 6.0656 10.1582 2.056 -1.782 0.482 -0.2213
H 2.3839 -0.1801 -1.8172 -0.179 -0.720 0.709 0.2604
C 4.9518 3.9975 12.1028 0.647 0.562 0.076 0.8348
N 1.7426 -1.6730 -4.8058 -2.722 1.593 -2.338 0.1694
C 0.3067 -1.5505 -2.8322 -0.675 0.730 -0.631 -0.6115
H 3.0071 -1.6104 -0.9474 -0.117 -0.004 0.484 0.2435
H -0.1161 -5.1251 0.2840 -0.448 0.340 0.338 0.3314
F 5.5824 1.2364 -4.3932 -0.771 0.682 -0.270 -0.3583
H 6.4307 6.8778 10.8610 -0.029 -0.085 -0.008 0.3326
H -3.5061 4.2367 0.5783 1.114 -0.774 -1.099 0.2901
```
Forces are in eV/Å.

Output
- Lowest unoccupied orbital energy: 4.01 eV
- Electronic energy: -6450.1204 Eh
- Charge: -4
- Kohn-Sham gap: 5.6 eV
- Largest force on an atom: 0.0763 Eh/bohr
- HOMO energy: -0.0566 Ha

***

2.
This record from OMol25 describes a cluster of 2 separate species, C5H12NO2 in total at a distorted geometry. The level of theory is ωB97M-V/def2-TZVPD.

```
20
Properties=species:S:1:pos:R:3:forces:R:3:mulliken_charge:R:1
H 0.0168 -3.1441 0.3185 -0.507 0.559 -0.674 0.3199
H 1.3730 1.9006 -0.7207 -0.889 0.219 0.781 0.2592
C -0.5628 1.0649 -0.5232 -2.303 -0.737 0.327 0.7521
C 0.7369 1.4199 0.0866 1.477 1.168 -2.615 -0.7718
H 0.5336 2.1325 0.8540 -0.076 0.596 0.406 0.4413
C 1.6788 0.3837 0.5612 1.821 -1.244 4.426 -0.7311
H -1.7275 2.5671 0.3903 0.296 -0.140 0.398 0.3237
C -1.7137 1.6451 -0.1702 -2.435 -0.181 -2.156 -1.0769
H -1.2666 -3.2838 -0.5221 0.454 0.148 -0.007 0.3170
N -0.6412 -0.2003 -1.3435 -2.544 -0.779 0.570 -0.2826
H 0.2198 -0.4830 -1.7592 0.830 -0.013 -0.676 0.3522
O -0.4691 -2.7304 -0.4311 -0.199 -1.135 0.417 -0.6485
H -1.4524 -0.3488 -2.0372 1.623 1.202 0.976 0.4216
H 2.1863 -0.1754 -0.1842 0.178 -0.748 -0.927 0.3792
H -0.8498 -1.0047 -0.6779 0.736 0.463 -0.004 0.4336
H -2.8343 1.4255 -0.6066 3.222 0.105 0.976 0.2051
H 2.5735 0.8179 1.1808 -1.573 -0.145 -1.416 0.3517
H 1.3989 -0.6279 2.5532 1.617 -0.927 3.265 0.5413
C 0.9885 -0.5298 1.6374 -3.876 1.750 -5.226 -0.0990
O -0.1886 -0.8290 1.3938 2.147 -0.159 1.158 -0.4880
```
Forces are in eV/Å.

Output
- Lowest unoccupied orbital energy: -3.13 eV
- Electronic energy: -402.6349 Eh
- Charge: +1
- Kohn-Sham gap: 10.4 eV
- Largest force on an atom: 0.1310 Eh/bohr
- HOMO energy: -0.4972 Ha
- Relative energy (zero: lowest compared OMol25 entry of this formula, charge and spin): 2.3649 eV

***

3.
This record from OMol25 describes an isolated molecule of C8H12ClNO2 at a distorted geometry. The level of theory is ωB97M-V/def2-TZVPD.

```
24
Properties=species:S:1:pos:R:3:forces:R:3:mulliken_charge:R:1
H 0.5528 -3.3568 0.0964 -0.505 0.569 -1.652 0.3553
H 0.1457 1.9041 2.2754 0.552 0.839 1.146 0.4041
C -1.0859 0.1840 1.8958 -0.163 0.180 0.338 -0.6837
H -0.4402 1.1646 -2.4454 -1.411 -0.672 2.106 0.2060
H -0.5234 -1.4804 -1.6486 1.054 0.495 -0.074 0.2959
N -0.9739 0.8655 -0.3017 1.293 -0.239 1.578 0.1417
H 0.9748 0.2378 2.0527 0.790 0.664 0.489 0.3702
C 0.2295 0.9740 1.7864 -1.363 -1.131 -2.269 -0.7481
H 2.8171 -1.3464 0.6871 -2.842 -1.150 0.532 0.3884
C -1.5575 0.0412 0.6642 -1.633 0.935 -0.768 0.3710
Cl -3.0283 -0.8115 0.2291 0.567 0.317 0.093 -0.1940
C 1.1104 -1.1039 -0.3034 2.957 2.825 1.995 0.4350
H 1.7219 0.6337 -1.4677 -0.027 0.429 -0.812 0.4954
O 1.8388 -1.6736 0.8326 1.838 1.022 -2.118 -0.6224
C 1.4199 0.3789 -0.4815 -0.015 -0.219 3.129 -1.1717
H -1.5382 2.3279 -1.7757 -0.376 -1.114 0.814 0.2736
C 0.2815 -1.8262 -0.9810 -1.576 1.990 -1.290 -0.2076
H -1.6762 -0.0439 2.8078 0.950 -0.189 -0.811 0.3824
C -1.3059 1.2260 -1.5921 0.204 0.499 -3.980 -0.8751
H -2.1199 0.5562 -1.9340 0.240 0.763 -0.112 0.3115
H 0.4625 2.3368 -0.0845 0.244 -0.507 0.522 0.5009
O 0.1300 -3.0741 -0.7737 -0.175 -5.440 2.395 -0.5284
C 0.3338 1.2693 0.2021 -0.725 -0.473 -0.068 -0.3455
H 2.2309 0.6170 0.2595 0.123 -0.393 -1.181 0.4449
```
Forces are in eV/Å.

Output
- SMILES: CN1C(Cl)=CC[C@H]1C/C(O)=C/O
- Lowest unoccupied orbital energy: 0.67 eV
- Electronic energy: -977.3420 Eh
- Charge: 0
- Kohn-Sham gap: 8.1 eV
- Largest force on an atom: 0.1156 Eh/bohr
- HOMO energy: -0.2738 Ha
- Relative energy (zero: lowest compared OMol25 entry of this formula, charge and spin): 2.1341 eV

***

4.
This record from OMol25 describes an isolated molecule of C5H7N. The level of theory is ωB97M-V/def2-TZVPD.

```
13
Properties=species:S:1:pos:R:3:forces:R:3:mulliken_charge:R:1
H -1.0051 -0.9234 1.6374 0.019 -0.018 -0.119 0.3588
H -0.4285 -0.0073 -1.6924 0.130 -0.108 -0.229 0.2848
C 0.3243 -1.0571 -0.1270 -0.052 -0.125 0.190 -0.1004
N 0.4487 -0.4737 -1.4615 -0.092 0.020 -0.207 -0.5820
C -1.2005 0.7778 0.5366 0.522 -0.287 0.040 -0.5681
H 2.1392 0.2810 -0.3428 -0.225 0.056 0.072 0.3829
H 0.8251 -2.0131 0.0104 -0.148 0.178 0.053 0.3824
H 0.1632 2.2244 -0.3864 -0.138 -0.089 0.174 0.3476
H -1.8443 -1.2788 0.1472 0.025 0.190 0.133 0.3467
H 0.4849 1.6742 1.2397 0.004 -0.036 -0.118 0.3572
C -0.9923 -0.7147 0.5500 -0.039 0.099 -0.084 -0.5553
C 0.1729 1.3204 0.2374 -0.096 -0.023 -0.058 -0.5544
C 1.0532 0.2158 -0.3233 0.092 0.142 0.153 -0.1002
```
Forces are in eV/Å.

Output
- Lowest unoccupied orbital energy: -0.10 eV
- Electronic energy: -249.3089 Eh
- Charge: 0
- Kohn-Sham gap: 8.5 eV
- Largest force on an atom: 0.0116 Eh/bohr
- HOMO energy: -0.3178 Ha
- Relative energy (zero: lowest compared OMol25 entry of this formula, charge and spin): 4.4721 eV